No. 1
DFT (ωB97M-V with the def2-TZVPD basis set) results for a cluster of 2 separate species, C9H14O in total in a non-equilibrium geometry.

XYZ file:
```
24
Properties=species:S:1:pos:R:3
C 1.1396 1.4125 2.7333
C -1.9226 0.8853 -0.0872
C -1.1469 2.1314 -0.0740
C -1.7989 -0.0753 0.8736
C -0.0393 2.1483 0.6597
C -0.7175 0.0007 1.7796
C 0.0761 1.1500 1.6505
O -2.8864 0.8688 -1.0322
H -1.5734 2.9547 -0.5503
H -3.4243 1.7013 -0.8475
H -2.6061 -0.7623 1.0391
H 0.8164 2.8541 0.7789
H -0.6960 -0.7706 2.5600
H 1.9629 0.6137 2.7443
H 0.7266 1.1393 3.7739
H 1.3668 2.4042 2.9113
C 1.2630 -1.9467 -3.1558
C 1.4651 -2.5600 -1.6327
H 0.2245 -2.3885 -3.3901
H 1.0637 -0.8058 -3.3334
H 2.0614 -2.5578 -3.5659
H 2.4447 -2.4529 -1.1274
H 0.6654 -2.3436 -0.9877
H 1.5355 -3.6007 -1.7200
```

Summary:
Electronic energy ... -11604.7258 eV
SMILES string ... Cc1ccc(O)cc1.CC
ΔE to the lowest compared entry with this formula, charge and spin ... 2.911 eV
LUMO energy ... 0.028 hartree
M ... 138.21 g mol⁻¹
Total charge ... 0
HOMO-LUMO gap ... 9.0 eV
Spin multiplicity ... 1

In the natural (NBO) picture, each atom carries the following charge in e: -0.643, 0.282, -0.241, -0.268, -0.207, -0.208, -0.029, -0.682, 0.205, 0.475, 0.222, 0.222, 0.221, 0.225, 0.212, 0.215, -0.638, -0.604, 0.203, 0.227, 0.218, 0.198, 0.202, 0.194


No. 2
DFT (ωB97M-V with the def2-TZVPD basis set) results for a cluster of 2 separate species, CHF2IO in total in a non-equilibrium geometry.

XYZ file:
```
6
Properties=species:S:1:pos:R:3
C -3.8638 -0.1787 0.0419
O -3.2080 0.3175 -0.7847
F -4.6248 0.5376 0.8767
F -4.1036 -1.4594 0.2013
I -0.1567 1.2486 -0.0514
H -0.7651 0.5277 -1.4809
```

Summary:
Electronic energy ... -16636.1303 eV
SMILES string ... O=C(F)F.I
ΔE to the lowest compared entry with this formula, charge and spin ... 0.175 eV
LUMO energy ... 0.013 hartree
M ... 193.92 g mol⁻¹
Total charge ... 0
HOMO-LUMO gap ... 10.2 eV
Spin multiplicity ... 1

In the natural (NBO) picture, each atom carries the following charge in e: 1.133, -0.539, -0.307, -0.289, -0.123, 0.125


No. 3
DFT (ωB97M-V with the def2-TZVPD basis set) results for a cluster of 13 separate species, C7H39NO12 in total in a non-equilibrium geometry.

XYZ file:
```
59
Properties=species:S:1:pos:R:3
C -0.9436 1.0972 0.8860
N -0.7969 0.6755 -0.5231
C -0.7056 1.7297 -1.5791
C 0.7409 1.9806 -2.0542
C 1.5705 0.8958 -1.3760
C 0.6119 0.0034 -0.5988
C -2.3635 0.9283 1.5300
C -2.3631 0.0295 2.7816
H -0.7729 2.1794 0.9615
H -0.2721 0.6242 1.5824
H -1.1443 2.6326 -1.1644
H -1.2572 1.3609 -2.4887
H 0.9782 3.0146 -1.8204
H 0.7102 1.9586 -3.1481
H 2.3631 1.2442 -0.7167
H 2.1224 0.3305 -2.1502
H 0.9587 -0.2436 0.3948
H 0.5009 -0.9733 -1.0731
H -3.0507 0.4439 0.8396
H -2.7203 1.9256 1.7348
H -2.5943 -1.0000 2.5176
H -1.3490 -0.0355 3.1805
H -3.0750 0.2993 3.5447
H -2.6874 0.0154 -0.8360
H -3.7514 0.1726 -1.9561
O -3.4516 -0.4414 -1.2770
H -1.0835 -0.9462 -2.6991
H -1.2363 -2.5119 -3.0482
O -0.8280 -1.6675 -3.2789
H 0.1172 -2.4630 0.7869
H 1.5845 -2.9805 0.9147
O 0.9211 -2.4071 1.3241
H 3.3199 2.4386 0.8121
H 4.2333 3.4526 0.6856
O 3.4844 3.1453 0.1451
H 2.9105 0.6961 2.7880
H 3.1220 0.1693 1.3737
O 3.3587 0.9072 1.9451
H 1.6380 4.0755 3.3008
H 1.3593 4.4350 1.7739
O 0.9940 4.3770 2.6599
H -1.4714 -4.1200 -0.8620
H -0.1134 -4.6271 -0.3044
O -0.7735 -3.9248 -0.2148
H -2.8871 -2.0616 -1.7477
H -3.5172 -3.4569 -2.0168
O -2.6913 -3.0180 -1.7907
H 0.9588 -0.5532 2.5834
H 1.3589 -0.8800 4.0226
O 1.2975 -0.1534 3.3946
H 2.9410 -4.7154 -0.4666
H 1.9236 -4.0814 -1.4538
O 2.0392 -4.3871 -0.5291
H -0.8433 4.8240 1.1716
H -1.3966 3.8715 0.1136
O -1.6463 4.5972 0.6883
H 1.3253 -3.2663 -3.8217
H 0.8297 -2.5098 -2.5461
O 1.5133 -3.1065 -2.8956
```

Summary:
Electronic energy ... -33952.0364 eV
ΔE to the lowest compared entry with this formula, charge and spin ... 2.256 eV
LUMO energy ... 0.011 hartree
M ... 329.38 g mol⁻¹
Total charge ... 0
HOMO-LUMO gap ... 9.6 eV
Spin multiplicity ... 1

In the natural (NBO) picture, each atom carries the following charge in e: -0.222, -0.502, -0.206, -0.429, -0.444, -0.217, -0.424, -0.612, 0.180, 0.197, 0.177, 0.182, 0.222, 0.213, 0.230, 0.223, 0.206, 0.186, 0.204, 0.215, 0.206, 0.205, 0.215, 0.513, 0.480, -0.985, 0.484, 0.507, -0.986, 0.505, 0.503, -1.013, 0.491, 0.462, -0.967, 0.512, 0.476, -0.984, 0.485, 0.483, -0.967, 0.497, 0.487, -0.989, 0.515, 0.480, -1.005, 0.498, 0.485, -0.970, 0.477, 0.513, -1.003, 0.480, 0.453, -0.932, 0.488, 0.507, -0.985


No. 4
DFT (ωB97M-V with the def2-TZVPD basis set) results for an isolated molecule of C5H6O.

XYZ file:
```
12
Properties=species:S:1:pos:R:3
C -1.2016 0.5088 -0.1569
C -0.0822 1.4967 -0.0227
C 1.1639 0.6668 0.0988
C 0.7973 -0.8143 0.0431
O -0.0276 -1.1804 1.1473
C -0.6592 -0.9072 -0.0980
H -1.9960 0.7174 0.5732
H -1.6348 0.7611 -1.1379
H 1.5574 0.9497 1.0914
H 1.9312 0.9871 -0.6238
H 1.4785 -1.5889 -0.3088
H -1.1710 -1.7478 -0.5662
```

Summary:
Electronic energy ... -7325.0692 eV
ΔE to the lowest compared entry with this formula, charge and spin ... 4.215 eV
LUMO energy ... 0.003 hartree
M ... 82.10 g mol⁻¹
Total charge ... 0
HOMO-LUMO gap ... 8.6 eV
Spin multiplicity ... 1

In the natural (NBO) picture, each atom carries the following charge in e: -0.634, 0.214, -0.636, 0.033, -0.490, 0.034, 0.272, 0.269, 0.283, 0.260, 0.198, 0.197


No. 5
DFT (ωB97M-V with the def2-TZVPD basis set) results for a cluster of 13 separate species, C27H80N4O13 in total in a non-equilibrium geometry.

XYZ file:
```
124
Properties=species:S:1:pos:R:3
C 18.4698 -14.9339 8.5794
O 19.4532 -14.1569 7.9633
H 17.5377 -14.6062 8.1618
H 18.5683 -14.6828 9.6155
H 18.7000 -15.9558 8.4369
H 20.2168 -14.2609 8.5097
C 20.0860 -13.9334 1.8473
O 19.4201 -15.1053 2.2212
H 19.4734 -13.4594 1.1112
H 20.9975 -14.1098 1.3458
H 20.3042 -13.3154 2.7093
H 19.9563 -15.5279 2.9253
C 24.8098 -12.3934 8.1619
O 24.5654 -13.8242 7.8662
H 23.9941 -11.7992 7.8010
H 25.6874 -11.9439 7.7172
H 24.9730 -12.1377 9.1773
H 23.6548 -13.9989 7.8281
C 22.4306 -18.0455 2.6926
O 21.7781 -16.7785 2.7697
H 23.1048 -18.1242 1.8457
H 21.5804 -18.7726 2.6128
H 23.0667 -18.2390 3.5633
H 21.0057 -16.8631 3.3931
C 18.9478 -18.7629 2.2842
O 18.6773 -18.1533 3.4742
N 19.2296 -20.0308 2.1100
N 19.0541 -18.1081 1.1574
H 19.4082 -20.5963 2.9568
H 18.9975 -20.5740 1.2898
H 18.9148 -17.1600 1.0281
H 19.7034 -18.3834 0.4237
C 17.5940 -13.2167 4.7454
O 16.7302 -12.2341 5.1330
N 17.6066 -13.7054 3.5357
N 18.5664 -13.7179 5.5048
H 16.7759 -13.3714 3.0150
H 18.2977 -14.1912 2.9318
H 18.4864 -13.6944 6.5193
H 19.0965 -14.5069 5.1719
C 17.9177 -19.2763 11.8847
C 18.4982 -18.0870 11.0729
C 19.1067 -18.5916 9.7209
O 17.6587 -17.1872 10.7643
H 17.8688 -19.0833 13.0162
H 18.6241 -20.0619 11.9929
H 16.9562 -19.7146 11.5971
H 19.2357 -17.5901 11.6650
H 19.7468 -19.3585 9.9827
H 19.6844 -17.7731 9.2434
H 18.4406 -18.9268 8.8741
H 17.2380 -16.8812 11.5470
C 17.4594 -21.4073 6.4060
C 17.9860 -21.5295 5.0030
C 16.8727 -21.2029 3.9175
O 18.9859 -20.8762 4.7726
H 16.6598 -22.0142 6.5040
H 17.3348 -20.3785 6.7255
H 18.2456 -21.7175 7.1044
H 18.3268 -22.5780 4.7755
H 16.0563 -21.9319 3.9564
H 17.2593 -21.3272 2.8906
H 16.5744 -20.1979 4.2122
H 18.6049 -20.0155 4.5918
C 24.6676 -14.4992 4.3893
C 24.7877 -13.0546 4.0765
C 26.2216 -12.4928 4.0511
O 24.3073 -12.8856 3.0024
H 25.1397 -14.6442 5.3617
H 25.2633 -15.1593 3.7199
H 23.5508 -14.7350 4.2741
H 24.2445 -12.4660 4.8794
H 26.8077 -12.8508 4.8818
H 26.3935 -11.4352 3.9225
H 26.5836 -13.1277 3.2782
H 24.0072 -12.0130 2.9716
C 19.5939 -10.1543 4.3004
C 19.9699 -10.7030 5.6755
C 21.2059 -11.6333 5.6298
O 20.4362 -9.7850 6.3856
H 18.8828 -9.3683 4.3084
H 19.1603 -10.9649 3.6128
H 20.4760 -9.7668 3.7812
H 19.1935 -11.2985 6.1090
H 22.0908 -11.2240 5.1508
H 20.9953 -12.5619 5.0590
H 21.4078 -12.0893 6.6441
H 19.8404 -9.0250 6.3581
C 15.3634 -15.6372 6.1370
C 16.5301 -16.2902 5.5426
C 16.6694 -17.8179 5.9454
O 16.6052 -16.1614 4.2363
H 15.5954 -14.5966 6.3629
H 15.1137 -16.0342 7.1349
H 14.5145 -15.8019 5.5038
H 17.4548 -15.8603 5.9619
H 17.5829 -18.1924 5.4525
H 15.8749 -18.4660 5.5763
H 16.8762 -17.9139 7.0372
H 17.1285 -15.3085 4.0792
C 21.8126 -15.4684 10.0304
C 21.7009 -13.9337 10.1728
C 22.6981 -13.1931 11.0073
O 21.7403 -13.3966 9.0661
H 22.8423 -15.7394 9.7043
H 21.1971 -15.8749 9.2492
H 21.6266 -15.9999 10.9531
H 20.6967 -13.7884 10.5883
H 22.4726 -12.1565 11.0407
H 23.7195 -13.3100 10.5511
H 22.6246 -13.5695 12.0959
H 21.3698 -12.4709 9.1111
C 20.5885 -18.2133 6.1370
C 20.4194 -16.7098 5.9535
C 21.6772 -15.9122 6.0686
O 19.8843 -16.3068 4.9175
H 21.2129 -18.3725 6.9891
H 21.0353 -18.5893 5.2730
H 19.6986 -18.7833 6.4187
H 19.9241 -16.3461 6.8131
H 22.2152 -15.9306 7.0684
H 21.5490 -14.8695 5.6602
H 22.4229 -16.2617 5.3185
H 19.1661 -16.9247 4.7229
```

Summary:
Electronic energy ... -61863.8046 eV
ΔE to the lowest compared entry with this formula, charge and spin ... 9.493 eV
LUMO energy ... 0.018 hartree
M ... 668.95 g mol⁻¹
Total charge ... 0
HOMO-LUMO gap ... 9.3 eV
Spin multiplicity ... 1

Results of the Mulliken charge analysis, in e, for atoms 1 through 99: -0.762, -0.533, 0.509, 0.480, 0.022, -0.110, -0.785, -0.915, 0.355, 0.379, 0.040, 0.116, -0.708, -0.529, 0.183, 0.363, 0.367, 0.266, -0.604, -0.549, 0.287, 0.072, 0.237, 0.004, -0.462, 0.060, -0.316, -0.273, 0.363, 0.206, 0.217, 0.224, -0.266, -0.803, -0.044, 2.124, 0.253, 0.538, 0.083, -1.415, -1.505, 0.544, -0.650, -0.430, 0.394, 0.412, 0.311, 0.144, 0.686, -0.281, 0.072, 0.311, -1.367, 0.665, -1.075, -0.501, 0.607, 0.075, 0.321, 0.385, 0.467, 0.230, 0.189, -0.247, -0.720, 0.941, -1.691, -0.430, 0.353, 0.420, -0.278, -0.141, 0.364, 0.373, 0.441, 0.434, -1.453, 0.583, 0.317, -0.499, 0.493, 0.078, 0.408, 0.101, 0.770, -0.457, -0.839, 0.428, -2.017, 2.809, -0.511, -0.673, 0.344, 0.354, 0.448, -1.586, -0.507, 0.567, 0.235


No. 6
DFT (ωB97M-V with the def2-TZVPD basis set) results for the ion C3H6Cl3N2 with charge +1 in a non-equilibrium geometry.

XYZ file:
```
14
Properties=species:S:1:pos:R:3
C -0.6079 0.9778 0.0084
C 0.0529 -0.2849 -0.3759
C 1.7089 -0.0337 -0.1439
N -1.8435 1.0246 0.3241
N -0.5824 -1.4422 0.1030
Cl 2.3056 1.3803 -0.9653
Cl 1.9064 0.1213 1.6410
Cl 2.5357 -1.5195 -0.6720
H -0.0041 1.8823 -0.0128
H 0.0128 -0.2811 -1.4828
H -2.3230 1.8856 0.5737
H -0.3132 -2.2748 -0.4058
H -2.3852 0.1565 0.3111
H -0.4631 -1.5923 1.0970
```

Summary:
Electronic energy ... -43748.6447 eV
SMILES string ... N[C@@H](C=[NH2+])C(Cl)(Cl)Cl
ΔE to the lowest compared entry with this formula, charge and spin ... 0.000 eV
LUMO energy ... -0.188 hartree
M ... 176.45 g mol⁻¹
Total charge ... +1
HOMO-LUMO gap ... 9.4 eV
Spin multiplicity ... 1

In the natural (NBO) picture, each atom carries the following charge in e: 0.313, -0.171, -0.149, -0.592, -0.828, 0.093, 0.018, 0.069, 0.256, 0.278, 0.449, 0.415, 0.453, 0.397


No. 7
DFT (ωB97M-V with the def2-TZVPD basis set) results for a structure of composition C4H4O in a non-equilibrium geometry.

XYZ file:
```
9
Properties=species:S:1:pos:R:3
C 0.7781 0.1128 0.7806
C 0.6456 -0.9645 -0.2509
C 0.7063 0.4632 -0.6743
C -0.4623 -0.0584 0.0321
O -2.3558 0.0077 0.0048
H 1.2040 0.3479 1.7148
H 0.9085 -1.9522 -0.5161
H 1.0504 1.1372 -1.4112
H -2.4748 0.9062 0.3202
```

Summary:
Electronic energy ... -6252.3342 eV
ΔE to the lowest compared entry with this formula, charge and spin ... 7.045 eV
LUMO energy ... -0.001 hartree
M ... 68.08 g mol⁻¹
Total charge ... 0
HOMO-LUMO gap ... 9.3 eV
Spin multiplicity ... 1

In the natural (NBO) picture, each atom carries the following charge in e: -0.272, -0.268, -0.278, 0.261, -0.676, 0.257, 0.260, 0.258, 0.460


No. 8
DFT (ωB97M-V with the def2-TZVPD basis set) results for a cluster of 3 separate species, C7H21N3PS in total in a non-equilibrium geometry.

XYZ file:
```
33
Properties=species:S:1:pos:R:3
C -1.8510 2.4297 -0.6052
C -4.1221 1.5985 -0.4007
C -3.8428 -1.4895 -0.1581
C -2.0758 -1.7964 1.4951
C 5.9168 0.3383 -0.3289
C 4.2041 -1.1912 -1.1470
C -2.1907 0.2652 0.3336
N -2.7037 1.3295 -0.2118
N -2.7162 -0.9038 0.5545
N 5.1649 -0.8668 -0.1384
P 0.7381 0.5390 1.0225
S 2.5243 1.4428 0.8823
H -0.8106 2.1865 -0.3944
H -1.9604 2.6231 -1.6738
H -2.1278 3.3338 -0.0603
H -4.4172 1.4177 -1.4363
H -4.7271 0.9894 0.2649
H -4.3117 2.6477 -0.1722
H -4.7489 -1.4698 0.4519
H -4.0202 -0.9643 -1.0914
H -3.6054 -2.5269 -0.3888
H -1.5921 -2.6239 0.9733
H -1.3314 -1.2506 2.0697
H -2.8241 -2.2031 2.1761
H 6.5315 0.3088 -1.2431
H 5.2225 1.1770 -0.4136
H 6.5707 0.4994 0.5246
H 3.7004 -2.1208 -0.8902
H 3.4705 -0.3851 -1.2063
H 4.6556 -1.3024 -2.1430
H 5.7125 -1.6536 0.1762
H 0.5401 0.4274 2.4009
H 1.0275 -0.8057 0.7781
```

Summary:
Electronic energy ... -32183.8558 eV
ΔE to the lowest compared entry with this formula, charge and spin ... 1.527 eV
LUMO energy (spin up / spin down) ... -0.207 / -0.190 hartree
M ... 210.31 g mol⁻¹
Total charge ... +1
HOMO-LUMO gap (spin up / spin down) ... 4.8 / 5.2 eV
Spin multiplicity ... 1

In the natural (NBO) picture, each atom carries the following charge in e: -0.407, -0.425, -0.425, -0.401, -0.406, -0.408, 0.608, -0.411, -0.420, -0.639, 0.260, -0.127, 0.235, 0.224, 0.221, 0.227, 0.224, 0.236, 0.227, 0.225, 0.234, 0.222, 0.223, 0.229, 0.166, 0.182, 0.207, 0.195, 0.180, 0.166, 0.366, 0.006, 0.010